No. 1
Formula: FNO4S
Source: the Open Molecules 2025 dataset
Level of theory: ωB97M-V/def2-TZVPD

Summary:
- frontier orbital gap (alpha / beta) (eV) = 9.597 / 9.582
- HOMO energy (alpha / beta) (eV) = -10.73 / -10.72
- M (u) = 129.07

Last column: Mulliken charge in e.
Positions of all 7 atoms, in Å:
N 1.220277 1.101852 0.021829  0.396
O -0.078361 1.050936 0.011389  -0.269
O 1.956637 0.111897 -0.113864  0.108
O 1.592460 -1.135421 -0.290838  -0.488
O -1.054938 -1.237341 0.793830  -0.321
F -2.513542 0.484171 -0.103569  -0.238
S -1.122535 -0.376097 -0.318774  0.812

Cartesian forces (eV/Å) of the 6 atoms listed first:
0.8 1.0 0.2
-0.9 -0.8 0.0
0.7 0.3 0.2
-1.4 0.0 -0.3
-0.2 -0.1 0.4
1.6 -0.2 -0.1

=====

No. 2
Formula: C5H10ClNO
Source: the Open Molecules 2025 dataset
Level of theory: ωB97M-V/def2-TZVPD

Summary:
- frontier orbital gap (eV) = 10.421
- HOMO energy (eV) = -9.53
- M (u) = 135.59

Last column: Mulliken charge in e.
Positions of all 18 atoms, in Å:
C 0.115544 1.547829 -0.623636  -1.673
C 0.586695 0.247575 -0.034063  1.430
C 0.742788 -0.868634 -1.167385  -0.685
C -0.407350 -0.839761 0.506007  -0.270
C -1.842896 -0.507209 0.892945  -0.749
H -0.237798 2.271794 0.153472  0.318
H -0.689650 1.353573 -1.392135  0.364
H 0.917154 2.003694 -1.232542  0.452
H 1.963899 -0.497962 1.162394  0.301
H 2.409170 0.918207 0.503862  0.297
H 1.693311 -1.373197 -1.020369  0.281
H 0.489082 -0.576853 -2.227668  0.279
H 0.014464 -1.345043 1.387961  0.233
H -1.863119 0.114371 1.826418  0.341
H -2.281979 -1.454917 1.232466  0.384
N 1.616327 0.412460 0.964049  -0.707
O -0.286555 -1.642609 -0.664995  -0.403
Cl -2.939079 0.236690 -0.266781  -0.194

Cartesian forces (eV/Å) of the 6 atoms listed first:
-1.1 0.5 -0.6
-0.7 -1.6 -0.6
0.9 1.6 -0.8
-1.0 1.2 -0.2
0.2 -0.5 2.0
0.2 -0.5 -0.7

=====

No. 3
Formula: C5H6O2
Source: the Open Molecules 2025 dataset
Level of theory: ωB97M-V/def2-TZVPD

Summary:
- frontier orbital gap (alpha / beta) (eV) = 8.110 / 8.108
- HOMO energy (alpha / beta) (eV) = -8.34 / -8.34
- M (u) = 98.10

Last column: Mulliken charge in e.
Positions of all 13 atoms, in Å:
O 2.362486 0.827853 -0.958960  -0.487
C 2.265946 -0.203102 -0.001084  -0.307
C 0.860764 -0.416176 0.416429  0.289
C -0.316467 -0.003488 0.470164  0.061
C -1.697475 0.196525 0.564419  -0.911
C -2.533896 -0.101606 -0.584386  0.067
O -3.694870 0.244922 -0.691626  -0.520
H 1.910841 1.603907 -0.600757  0.321
H 2.869741 0.006717 0.893728  0.265
H 2.678726 -1.098286 -0.472897  0.285
H -2.115637 0.681734 1.439133  0.331
H -0.567230 -1.074004 0.922908  0.278
H -2.022925 -0.665002 -1.397072  0.329

Cartesian forces (eV/Å) of the 6 atoms listed first:
0.0 0.3 0.1
0.1 -0.3 0.2
-0.4 0.3 0.0
0.4 0.1 -0.1
-0.1 0.1 0.0
-0.2 0.0 0.0

=====

No. 4
Formula: C6H12O
Source: the Open Molecules 2025 dataset
Level of theory: ωB97M-V/def2-TZVPD

Summary:
- frontier orbital gap (eV) = 10.593
- HOMO energy (eV) = -9.51
- SMILES = CCCC1COC1
- M (u) = 100.16

Last column: Mulliken charge in e.
Positions of all 19 atoms, in Å:
C -2.069142 -1.430362 1.427259  -1.231
C -1.412129 -0.434013 0.466174  -0.269
C 0.127506 -0.409739 0.553507  -0.639
C 0.736677 0.674108 -0.357077  0.073
C 0.944120 0.456508 -1.876595  -0.434
O 2.322311 0.874232 -1.779555  -0.411
C 2.154054 1.292519 -0.431169  -0.522
H -1.763612 -2.461246 1.211277  0.314
H -1.798622 -1.215041 2.467855  0.318
H -3.163042 -1.390000 1.357795  0.356
H -1.786903 0.575873 0.675964  0.296
H -1.723312 -0.669924 -0.561635  0.285
H 0.494517 -1.431216 0.349578  0.338
H 0.407567 -0.196939 1.593223  0.350
H 0.371675 1.682386 -0.177855  0.193
H 0.364280 1.136668 -2.518477  0.212
H 0.867567 -0.561034 -2.295449  0.280
H 2.983034 1.061153 0.239087  0.289
H 1.943454 2.446066 -0.343909  0.205

Cartesian forces (eV/Å) of the 6 atoms listed first:
0.1 0.0 0.0
0.1 0.1 -0.1
0.2 0.2 0.0
-0.1 0.5 0.1
-0.1 0.1 -0.1
0.2 0.1 -0.2

=====

No. 5
Formula: C6H16BrN2O2
Source: the Open Molecules 2025 dataset
Level of theory: ωB97M-V/def2-TZVPD

Summary:
- frontier orbital gap (eV) = 9.861
- HOMO energy (eV) = -13.13
- net charge = +1
- M (u) = 228.11

Last column: Mulliken charge in e.
Positions of all 27 atoms, in Å:
Br 1.106502 0.388374 0.715949  -0.371
C -0.229880 0.934270 3.289754  -0.680
C -1.411641 0.597127 2.325652  0.629
O -2.518488 1.118611 2.267508  -0.471
N -1.148657 -0.494067 1.303139  -0.180
H -1.333467 -0.120393 0.383185  0.087
H -0.153208 -0.525482 1.135227  0.361
C -1.871322 -1.775720 1.560017  -0.845
H 0.555452 0.481273 2.684642  0.183
H -0.354682 0.621667 4.326490  0.321
H -0.037579 2.006897 3.314144  0.314
H -2.869000 -1.337326 1.536383  0.403
H -1.498507 -2.229398 2.478327  0.322
H -1.835867 -2.467313 0.718278  0.317
C -0.525438 -0.463288 -2.134268  -1.208
C 0.970396 -0.891329 -2.002555  0.621
O 1.330741 -2.029200 -2.160383  -0.435
N 1.939547 0.271492 -1.676109  -0.187
H 1.648653 0.696502 -0.807297  0.044
H 2.868994 -0.045264 -1.439689  0.380
C 2.034779 1.422044 -2.705060  -0.799
H -0.904822 0.216103 -1.370998  0.395
H -1.094341 -1.392734 -2.110390  0.338
H -0.763116 -0.036100 -3.108497  0.424
H 0.999792 1.718601 -2.875237  0.359
H 2.643947 1.111602 -3.553957  0.322
H 2.451213 2.223050 -2.094255  0.356

Cartesian forces (eV/Å) of the 6 atoms listed first:
4.1 2.4 1.8
-1.0 -0.5 -1.4
-2.8 2.2 1.3
2.9 -1.5 0.1
-2.6 -1.2 1.0
-1.2 0.2 -0.1

=====

No. 6
Formula: C4H16O4
Source: the Open Molecules 2025 dataset
Level of theory: ωB97M-V/def2-TZVPD

Summary:
- frontier orbital gap (eV) = 10.361
- HOMO energy (eV) = -9.71
- SMILES = CO.CO.CO.CO
- M (u) = 128.17

Last column: Mulliken charge in e.
Positions of all 24 atoms, in Å:
C 2.343851 -2.094297 -3.330825  -0.483
O 1.391231 -1.260278 -3.972337  -0.518
H 3.319059 -2.054301 -3.825828  0.274
H 2.459414 -1.706643 -2.322207  0.187
H 2.017925 -3.136226 -3.279022  0.261
H 1.372598 -1.452000 -4.914547  0.290
C -2.158842 2.717866 2.729081  -0.566
O -2.082806 1.678070 1.763397  -0.488
H -2.178846 2.227731 3.698407  0.243
H -1.295590 3.384213 2.676189  0.275
H -3.073028 3.309557 2.617429  0.253
H -1.941730 2.057975 0.891289  0.258
C -0.261324 -1.089673 2.635859  -0.419
O -1.668760 -1.064491 2.497998  -0.498
H 0.228298 -0.544694 1.827838  0.055
H 0.051614 -0.687233 3.606359  0.261
H 0.054029 -2.134181 2.605964  0.253
H -1.918919 -0.222375 2.108995  0.374
C 0.572778 0.365172 -0.977575  -0.536
O 0.118681 0.703200 -2.270513  -0.553
H 0.238760 -0.632156 -0.666138  0.260
H 1.667454 0.390993 -0.901514  0.280
H 0.170562 1.104048 -0.287057  0.161
H 0.573591 0.139723 -2.911244  0.376

Cartesian forces (eV/Å) of the 6 atoms listed first:
0.2 0.0 0.0
0.0 0.0 -0.1
-0.1 0.0 0.0
0.0 -0.1 0.1
-0.1 0.1 0.0
0.0 0.0 0.1

=====

| no. | largest force on an atom (eV/A) |
| --- | --- |
| 1 | 1.64 |
| 2 | 2.35 |
| 3 | 0.47 |
| 4 | 2.47 |
| 5 | 5.55 |
| 6 | 0.33 |